Record 1
122
Properties=species:S:1:pos:R:3:forces:R:3 method="wB97M-V/def2-TZVPD" lumo_energy_ev=-0.10 gap_ev=9.2
C 0.31180 1.46386 6.01695 -1.688 0.112 -2.743
O -0.59821 1.77818 5.33295 -3.664 2.113 -3.561
N 0.05937 0.91412 7.12596 -0.817 -2.783 6.897
N 1.53893 1.45761 5.65289 4.444 0.232 -0.155
H 0.79372 0.53900 7.70915 -0.505 -0.135 0.076
H -0.90563 0.71894 7.35130 0.396 0.184 0.043
H 2.08214 1.29570 6.48883 1.515 0.171 -1.265
H 1.81568 1.71164 4.71535 0.277 0.106 0.618
C -6.44930 0.14079 1.20470 2.621 0.632 1.006
O -5.27395 -0.05758 1.13871 3.123 -1.322 -0.693
N -6.93751 1.18681 1.75248 -2.100 4.147 2.114
N -7.41620 -0.58449 0.76647 -3.221 -5.457 -2.946
H -6.36240 1.81058 2.30044 -0.557 0.156 -0.322
H -7.89999 1.26079 1.45540 0.119 1.537 0.994
H -8.26536 -0.73362 1.29259 0.213 0.391 0.053
H -7.09744 -1.45807 0.37233 -0.103 -0.085 -0.268
C -3.14220 2.84966 -3.23471 2.732 -1.450 0.566
O -2.14457 3.34614 -2.73335 0.386 0.332 0.427
N -4.17860 3.47428 -3.64944 -3.190 2.955 -0.856
N -3.26440 1.54447 -3.49280 1.249 -1.710 0.541
H -4.07400 4.47877 -3.66164 -0.800 -0.151 -0.436
H -4.82614 2.88422 -4.15205 -0.372 1.357 -0.163
H -2.44920 1.05594 -3.15090 -0.584 -0.868 -0.358
H -4.09918 1.15907 -3.91078 0.699 -0.447 0.304
C 1.20530 -5.50728 4.88007 2.873 0.349 1.013
O 2.09397 -6.19654 5.31036 2.060 -0.896 0.622
N 1.28856 -4.23119 4.52206 -0.250 2.186 -1.002
N -0.00476 -5.94092 4.79114 -3.509 -1.269 -0.562
H 0.41873 -3.94052 4.09897 0.825 1.202 -0.097
H 2.10296 -3.63389 4.53087 -0.123 -0.474 -0.106
H -0.14193 -6.87528 5.14926 -0.724 0.357 -0.422
H -0.63081 -5.26345 4.37977 -1.015 -1.315 0.426
C -3.67570 4.82044 1.74697 1.911 3.445 2.462
O -3.38629 5.85460 2.39586 -0.288 -1.812 0.002
N -4.40132 4.93876 0.66554 -2.226 -0.021 -3.168
N -3.24392 3.58757 1.99872 0.384 -1.563 0.505
H -4.75460 5.86068 0.45253 0.372 -0.188 0.012
H -4.21600 4.32162 -0.11221 -0.246 0.114 0.016
H -3.67903 2.84619 1.46851 0.227 -0.165 0.396
H -2.82789 3.37681 2.89459 0.022 0.058 -0.237
C 1.87786 6.41911 2.07765 3.629 -0.072 -0.393
O 2.99071 6.61572 1.63331 1.028 0.454 -1.088
N 0.99242 5.60898 1.63192 -2.665 -3.273 -3.546
N 1.48598 6.83228 3.21397 -1.052 4.001 6.831
H 1.29733 5.23022 0.74666 -1.026 -0.200 -0.300
H 0.04953 5.88416 1.86714 -0.182 -0.707 -0.821
H 0.69464 6.48023 3.73353 0.159 -0.057 -0.465
H 2.02885 7.51288 3.72600 0.054 -0.176 -0.283
C 0.60966 -0.04441 -7.01265 -1.976 -1.283 -3.248
O -0.15421 0.43446 -7.84320 -0.062 1.231 0.251
N 1.20485 -1.18008 -7.25666 1.934 -3.829 -1.641
N 0.86199 0.33901 -5.81981 -0.271 3.782 4.720
H 0.92557 -1.64582 -8.10824 0.199 -0.031 0.281
H 1.58230 -1.73227 -6.49989 -0.035 -0.056 -0.436
H 0.28143 1.12088 -5.55198 0.355 -0.021 0.529
H 1.31958 -0.20128 -5.09953 -0.171 0.186 -0.386
C 5.88699 -3.60298 2.87294 0.596 0.303 0.426
C 5.86448 -5.13466 3.13817 -0.064 0.922 -1.222
O 6.05609 -5.47155 4.46344 -0.230 0.113 1.010
O 4.93271 -2.80009 3.56365 -0.823 -0.857 0.438
H 5.85472 -3.32816 1.81864 0.040 -0.531 -0.260
H 6.85836 -3.30454 3.26725 0.369 0.038 -0.161
H 6.73952 -5.50740 2.60572 -0.057 -0.049 -0.315
H 4.98147 -5.66464 2.78108 -0.198 0.250 -0.439
H 5.16897 -5.41493 4.82596 -0.013 -0.129 0.733
H 4.89302 -1.91651 3.19042 0.174 -0.029 -0.190
C -0.21506 -0.19385 -0.18248 1.591 1.907 0.939
C 0.37117 -0.64728 1.15203 -1.019 0.593 0.316
O -0.45725 -1.53816 1.90771 0.524 -0.535 -0.544
O 0.22275 -0.91467 -1.28039 -0.691 -1.755 -1.218
H 0.23381 0.77307 -0.40981 -0.176 0.761 0.815
H -1.27035 0.05546 -0.07156 -0.370 -0.850 -0.596
H 0.45055 0.24567 1.77208 0.475 0.270 -0.021
H 1.36006 -1.06660 0.96662 -0.128 -0.295 0.321
H -1.33185 -1.14273 1.92512 -0.147 -0.030 0.120
H 1.11233 -0.60604 -1.46747 0.026 -0.068 -0.114
C 4.87370 0.27900 -2.91713 -1.369 0.155 -0.090
C 6.00040 1.30153 -2.87963 1.212 -2.252 -0.146
O 5.72781 2.46706 -3.67221 -0.151 -1.010 1.009
O 3.79318 0.76986 -2.15067 -0.913 0.921 0.322
H 4.87403 -0.72433 -2.49121 1.905 -0.085 0.074
H 4.54671 0.06983 -3.93567 0.066 0.497 -0.470
H 6.87431 0.74161 -3.21262 0.341 0.210 -0.869
H 6.31457 1.42817 -1.84360 -0.633 0.986 0.317
H 6.37689 3.11948 -3.39898 -0.012 0.217 -0.090
H 3.85895 1.72424 -2.23080 -0.574 0.358 0.039
C -5.74658 -4.45353 -2.17927 1.597 -0.817 -1.531
C -4.72012 -3.37783 -2.51088 -2.035 0.753 -1.511
O -3.66518 -3.32899 -1.68859 2.812 -0.475 2.867
O -6.44925 -4.13351 -1.05573 -0.849 0.519 1.962
H -5.05847 -5.29225 -2.07355 -0.162 -0.716 0.552
H -6.45845 -4.76262 -2.94466 0.270 0.527 -0.759
H -5.16207 -2.38785 -2.39807 -0.706 0.176 -1.160
H -4.22707 -3.59882 -3.45753 -0.927 0.233 -0.700
H -3.80265 -2.68909 -0.98630 0.018 -0.172 0.168
H -7.03840 -4.86546 -0.85887 -0.048 0.063 0.204
C 2.16166 5.53283 -3.31661 0.899 2.205 -1.549
C 1.66208 6.95096 -3.20434 -0.284 1.686 0.063
O 0.27628 7.03244 -3.16571 -1.903 -0.689 0.209
O 1.83627 4.72476 -2.27010 -0.359 -0.831 1.558
H 3.22557 5.72094 -3.46092 0.297 -1.064 0.060
H 1.68144 5.06690 -4.17707 0.500 0.319 -0.894
H 1.91948 7.61981 -4.02561 0.900 -0.543 -0.608
H 1.95281 7.54852 -2.34034 0.762 -0.689 0.482
H -0.04525 6.17528 -3.45466 -0.614 0.135 -0.151
H 0.90398 4.59333 -2.45758 -0.317 -0.665 0.921
C 0.84666 -5.51258 -1.40726 -2.353 -1.696 -0.008
C 0.90354 -5.80694 -2.94852 1.379 1.622 1.392
O 1.48176 -4.54966 -3.41387 -0.430 -0.790 -0.488
O 2.10817 -5.21842 -0.92922 1.670 0.545 -0.480
H 0.41798 -6.29622 -0.78257 -0.083 -0.712 -0.386
H 0.10321 -4.72837 -1.26446 0.163 0.730 -0.128
H -0.03252 -5.97268 -3.48186 -0.201 -0.077 0.547
H 1.60463 -6.61702 -3.14936 0.014 -0.019 -0.074
H 1.47134 -4.03096 -2.60614 0.389 0.584 -0.348
H 2.18160 -5.08219 0.01822 -0.573 -0.081 -0.015
O -4.29026 -3.26186 3.96722 0.224 -0.091 0.096
H -4.81808 -2.47154 4.08128 -0.065 0.271 0.006
H -4.89012 -3.89662 3.57545 -0.110 -0.182 -0.129
O 4.43580 0.80956 1.84738 0.006 -0.287 0.203
H 4.67885 1.67527 2.17555 0.084 0.239 0.114
H 4.18520 0.96009 0.93592 -0.104 -0.012 -0.359


Record 2
114
Properties=species:S:1:pos:R:3:forces:R:3 method="wB97M-V/def2-TZVPD" lumo_energy_ev=5.35 charge=-3 gap_ev=5.4
Sn 3.54107 0.29456 0.78184 -1.523 0.621 -3.202
Zn -0.47251 -0.20576 -2.12399 1.134 -0.112 -0.690
B 0.33758 -0.10963 -0.19007 0.668 -0.257 0.994
H 0.78087 -0.04264 0.79138 1.758 0.437 4.174
H 1.09137 0.13752 -0.92148 3.097 0.738 -2.371
H 0.02256 -1.13611 -0.29665 -1.041 -3.916 -0.201
H -0.48460 0.57320 -0.33844 -2.947 2.853 0.357
B 3.85170 1.36374 -2.30486 0.581 -0.577 0.266
H 3.11989 0.59824 -2.09821 -2.970 -3.203 1.080
H 4.71473 0.87797 -2.73315 3.662 -2.052 -1.389
H 3.40492 1.99404 -3.05810 -1.908 2.790 -2.411
H 4.10893 1.94645 -1.43392 1.432 2.651 3.984
B 2.16826 3.28874 0.48121 0.188 -0.033 -0.986
H 1.80541 4.27483 0.72657 -1.308 3.979 1.543
H 2.60211 2.78308 1.32995 2.365 -2.190 4.085
H 1.31898 2.68217 0.20732 -3.081 -2.159 -1.478
H 2.84780 3.35792 -0.35406 2.485 0.248 -2.865
B -2.50933 -0.56414 -2.07777 -1.277 -0.155 -0.021
H -3.56372 -0.72755 -1.91712 -3.766 0.137 0.029
H -1.99631 -1.34342 -1.53576 1.515 -2.810 2.190
H -2.20059 -0.61258 -3.11052 0.184 -0.589 -3.926
H -2.16728 0.40085 -1.73715 0.237 3.854 1.718
B 0.13371 1.49313 -3.15125 0.189 1.164 -0.210
H -0.55195 0.82344 -3.64687 -2.666 -2.169 -2.453
H 0.49629 2.21820 -3.86331 1.307 2.593 -2.726
H -0.40040 1.98720 -2.35446 -2.050 2.302 3.115
H 0.97168 0.94515 -2.74904 3.099 -1.316 1.145
B 3.60740 -2.34515 -1.16879 -0.475 0.480 0.281
H 3.87336 -3.21501 -1.74918 1.472 -3.440 -2.123
H 4.38730 -1.59987 -1.14551 3.649 3.288 0.146
H 2.73625 -1.91513 -1.63830 -3.142 1.667 -1.499
H 3.36497 -2.65481 -0.16401 -1.058 -1.405 4.638
B 0.36141 -1.71504 -3.31458 0.577 -0.814 -0.868
H 1.05494 -1.01200 -2.87986 3.067 2.166 0.778
H -0.32918 -2.01332 -2.54104 -2.701 -1.723 2.794
H -0.20322 -1.37406 -4.16848 -2.049 1.615 -3.238
H 0.83805 -2.63313 -3.62145 2.074 -3.384 -0.753
C 0.91143 -4.37935 -0.48863 -0.876 0.623 0.259
O -0.27193 -4.61899 -1.26768 0.003 -0.256 0.573
C -1.42689 -4.28392 -0.50444 1.147 -0.576 0.647
C -2.69382 -4.55082 -1.23371 -0.385 0.691 -0.579
N -2.71613 -3.73811 -2.39941 -0.045 0.298 -1.966
C -3.77084 -4.02475 -3.35638 0.437 -0.271 1.029
C -3.66997 -3.30423 -4.68264 1.783 -0.716 0.434
O -2.45577 -3.79841 -5.33469 -1.216 -0.220 0.289
C -2.31890 -3.22511 -6.59970 0.155 0.857 0.297
H 1.82333 -4.83622 -0.87310 -0.429 -0.194 -0.340
H 0.67708 -4.71432 0.52180 0.370 -0.505 0.443
H 1.12588 -3.31628 -0.37903 -0.071 0.192 -0.413
H -1.32220 -3.29255 -0.06363 -0.225 0.555 -0.568
H -1.51248 -4.91236 0.38203 0.443 -0.603 0.597
H -3.55185 -4.29677 -0.61134 -0.275 -0.050 0.764
H -2.80653 -5.61133 -1.45892 0.300 -0.174 -0.338
H -2.87376 -2.77487 -2.13976 0.700 0.196 0.221
H -4.67127 -3.72435 -2.82057 -1.086 -0.262 -0.506
H -3.73830 -5.10034 -3.53001 -0.349 -0.190 -0.143
H -3.60907 -2.23036 -4.50604 0.150 0.204 -0.192
H -4.55486 -3.55029 -5.26958 -0.141 0.011 -0.370
H -2.10667 -2.16607 -6.45309 -0.290 0.412 -0.282
H -3.23177 -3.38312 -7.17399 -0.244 0.153 -0.393
H -1.46713 -3.57188 -7.18480 0.081 -0.657 0.430
C 0.67449 -1.25392 3.38977 -0.013 -0.433 -0.368
O 1.93455 -0.64430 3.47997 1.281 1.043 0.520
C 2.13776 0.08258 4.71712 -1.120 -1.426 -0.753
C 3.52851 0.60373 4.87615 0.054 -0.372 -1.377
N 3.89182 1.52041 3.79162 1.425 -0.638 1.090
C 5.30794 2.02170 3.87836 -1.320 0.553 -1.368
C 5.48394 3.20362 2.93782 -0.385 -0.172 -1.471
O 5.63399 2.80368 1.56173 0.276 0.387 0.163
C 5.69901 3.95976 0.65777 -0.781 -0.655 1.362
H -0.08974 -0.51424 3.15115 -0.163 -0.130 0.117
H 0.44403 -1.82718 4.28775 -0.160 0.182 0.509
H 0.73861 -2.01021 2.60746 -0.065 0.330 -0.312
H 2.04203 -0.70392 5.46568 -0.332 0.145 0.675
H 1.35290 0.82696 4.85121 -0.082 0.229 -0.138
H 4.12436 -0.30714 4.81806 0.622 0.181 0.082
H 3.58636 1.02545 5.87960 0.258 0.196 0.285
H 3.17269 2.22951 3.77988 0.269 0.644 -0.425
H 6.00578 1.25098 3.55106 -0.130 -0.311 0.150
H 5.66178 2.42532 4.82703 -0.422 -0.346 0.706
H 6.34033 3.79229 3.26670 0.346 0.161 -0.090
H 4.59614 3.83456 2.98054 -0.177 0.247 0.202
H 5.71938 3.62899 -0.38063 0.248 -0.236 0.268
H 6.53114 4.57956 0.99167 0.431 0.030 -0.361
H 4.78864 4.54442 0.78996 -0.222 -0.042 -0.098
C -2.21998 1.97952 2.90795 -1.886 1.659 -0.440
C -1.31980 2.74613 1.93951 -0.459 1.037 0.979
C -1.27299 4.36702 2.16004 0.026 -2.393 0.002
O -2.41395 4.95706 1.55717 -0.655 -0.775 -0.012
C -2.66290 6.30665 1.78909 0.873 -0.001 -0.262
N -0.09633 2.10438 2.28665 1.782 0.680 -0.023
H -3.23113 2.34326 2.72523 -0.645 -0.579 0.089
H -2.00974 2.24857 3.94308 0.409 0.023 0.025
H -2.13251 0.89814 2.80276 -0.115 0.164 -0.242
H -1.52596 2.54637 0.88799 -0.580 0.224 -0.160
H -0.33498 4.76920 1.77729 0.039 -0.049 -0.435
H -1.22649 4.47180 3.24399 -0.397 0.436 0.417
H -3.53295 6.65528 1.23271 -0.248 -0.460 0.035
H -1.83266 6.88368 1.38186 0.320 0.409 0.231
H -2.79471 6.52358 2.84912 -0.005 0.138 0.279
H -0.21341 1.20703 1.83817 0.412 -0.505 0.052
H 0.58813 2.52421 1.67398 0.852 -0.025 -0.041
C -3.41076 -1.44437 1.43578 0.202 -1.126 0.397
C -4.84805 -1.48691 0.81225 1.895 0.711 0.724
C -5.30862 -0.04452 0.84927 -0.944 -0.168 -0.511
O -4.88257 -1.97824 -0.50153 -0.703 -0.710 0.695
H -3.38179 -1.17461 2.49148 -0.715 0.116 0.303
H -2.66419 -0.76362 1.02674 -0.382 0.085 -0.854
H -2.95445 -2.43427 1.43679 0.042 -0.192 -0.325
H -5.46309 -2.18736 1.37725 -0.141 0.203 0.330
H -5.29936 0.41358 1.83829 0.059 -0.081 0.029
H -6.31385 -0.02708 0.42820 -0.252 0.348 0.061
H -4.66550 0.51413 0.16926 0.080 0.153 0.120
H -4.31191 -1.40752 -1.02136 0.584 0.313 -0.627


Summary of calculated total energy in Eh
-3111.228964 -3552.384105
(order as listed above)
Summary of highest occupied orbital energy in eV
-9.35 0.00
(order as listed above)